1.
{"formula": "C51H59F4N2", "method": "wB97M-V/def2-TZVPD", "species": ["F", "C", "C", "C", "F", "C", "C", "C", "C", "C", "C", "F", "C", "C", "F", "C", "C", "H", "H", "H", "H", "H", "H", "H", "C", "C", "C", "C", "C", "C", "C", "C", "C", "C", "C", "C", "C", "C", "N", "C", "C", "N", "C", "C", "C", "C", "C", "C", "C", "C", "C", "C", "C", "C", "C", "C", "C", "C", "C", "C", "C", "C", "C", "C", "H", "H", "H", "H", "H", "H", "H", "H", "H", "H", "H", "H", "H", "H", "H", "H", "H", "H", "H", "H", "H", "H", "H", "H", "H", "H", "H", "H", "H", "H", "H", "H", "H", "H", "H", "H", "H", "H", "H", "H", "H", "H", "H", "H", "H", "H", "H", "H", "H", "H", "H", "H"], "xyz": [[3.126, -0.415, 2.738], [2.324, 0.699, 2.471], [2.266, 1.751, 3.377], [1.459, 2.854, 3.043], [1.323, 3.875, 3.966], [0.824, 2.949, 1.806], [1.060, 1.903, 0.858], [0.618, 2.110, -0.556], [-0.880, 1.966, -0.615], [-1.553, 2.343, -1.798], [-2.944, 2.384, -1.852], [-3.548, 2.669, -3.061], [-3.760, 2.139, -0.758], [-3.087, 1.806, 0.414], [-3.822, 1.720, 1.572], [-1.708, 1.631, 0.500], [1.644, 0.705, 1.267], [2.804, 1.709, 4.323], [0.207, 3.823, 1.547], [0.955, 3.185, -0.765], [-1.040, 2.665, -2.716], [-4.836, 2.259, -0.780], [-1.316, 1.361, 1.490], [1.587, -0.181, 0.624], [3.699, 3.061, 0.095], [3.743, 4.409, -0.624], [3.703, 5.547, 0.405], [5.092, 4.527, -1.337], [2.515, 4.559, -1.559], [1.323, 5.135, -1.054], [0.182, 5.192, -1.880], [0.326, 5.119, -3.268], [1.585, 4.803, -3.813], [1.978, 5.207, -5.262], [1.974, 3.996, -6.201], [3.336, 5.926, -5.268], [0.950, 6.176, -5.840], [2.472, 4.137, -2.904], [3.142, 2.931, -3.265], [4.340, 2.886, -4.086], [4.575, 1.435, -4.302], [3.570, 0.756, -3.471], [3.586, -0.695, -3.518], [4.581, -1.423, -2.790], [5.694, -0.832, -1.872], [5.862, -1.740, -0.648], [5.385, 0.560, -1.348], [7.041, -0.849, -2.609], [4.594, -2.822, -2.905], [3.558, -3.505, -3.522], [2.645, -2.781, -4.280], [2.795, -1.401, -4.477], [2.177, -0.823, -5.792], [1.031, -1.716, -6.270], [3.250, -0.848, -6.886], [1.595, 0.565, -5.617], [2.803, 1.676, -2.786], [1.550, 1.465, -2.019], [1.087, 0.031, -2.037], [1.834, -0.913, -1.340], [1.330, -2.191, -1.115], [0.132, -2.561, -1.732], [-0.571, -1.651, -2.517], [-0.102, -0.353, -2.679], [3.198, 2.319, -0.540], [4.699, 2.673, 0.356], [3.115, 3.150, 1.017], [3.673, 6.511, -0.121], [2.858, 5.468, 1.102], [4.628, 5.536, 0.989], [5.073, 5.319, -2.103], [5.864, 4.784, -0.590], [5.432, 3.579, -1.771], [1.222, 5.400, 0.010], [-0.807, 5.399, -1.448], [-0.526, 5.380, -3.903], [1.015, 3.469, -6.125], [2.081, 4.325, -7.249], [2.758, 3.266, -5.981], [3.234, 6.898, -4.764], [4.112, 5.368, -4.728], [3.662, 6.095, -6.307], [0.858, 7.085, -5.241], [1.238, 6.447, -6.859], [-0.032, 5.703, -5.904], [4.242, 3.384, -5.056], [5.175, 3.372, -3.579], [4.424, 1.169, -5.352], [5.589, 1.121, -4.026], [6.260, -2.726, -0.912], [6.585, -1.294, 0.043], [4.915, -1.859, -0.098], [5.382, 1.321, -2.131], [4.423, 0.577, -0.832], [6.138, 0.849, -0.599], [7.020, -0.277, -3.548], [7.831, -0.449, -1.956], [7.298, -1.884, -2.866], [5.378, -3.428, -2.449], [3.462, -4.586, -3.434], [1.816, -3.327, -4.712], [0.263, -1.798, -5.492], [0.564, -1.290, -7.164], [1.392, -2.711, -6.549], [4.098, -0.195, -6.659], [3.624, -1.872, -7.023], [2.831, -0.516, -7.841], [2.341, 1.290, -5.303], [1.170, 0.917, -6.567], [0.805, 0.558, -4.859], [0.867, 2.213, -2.502], [2.780, -0.576, -0.887], [1.912, -2.874, -0.486], [-0.227, -3.577, -1.609], [-1.502, -1.961, -3.001], [-0.683, 0.337, -3.300]], "forces_ev_per_angstrom": [[-1.200, 1.543, -0.063], [0.645, -0.804, 0.498], [-0.028, 0.065, 0.042], [-0.162, 0.061, 0.282], [0.151, -1.258, -1.166], [0.645, -0.272, -0.368], [0.015, -0.512, 1.234], [1.884, 2.093, 0.305], [-1.386, 0.034, -1.108], [-0.277, 0.220, -0.239], [-0.267, -0.166, -0.656], [0.712, -0.114, 1.211], [0.507, 0.064, 0.270], [-0.262, 0.172, 0.436], [0.734, -0.227, -1.169], [0.573, 0.321, -0.035], [0.036, 0.310, -0.314], [-0.155, 0.048, -0.244], [0.482, -0.434, 0.154], [-1.274, -1.705, 0.453], [-0.128, -0.260, 0.548], [0.113, -0.054, -0.081], [-0.060, 0.136, -0.656], [0.348, 0.656, 0.586], [-0.013, -0.395, 0.350], [-0.143, -0.162, 0.146], [0.039, 0.285, -0.066], [0.366, 0.204, -0.240], [-0.484, 0.263, 0.110], [-0.648, 0.134, -0.519], [0.279, 0.460, 0.701], [0.799, 0.413, 0.097], [-0.555, -0.443, -0.149], [-0.418, -0.704, -0.025], [-0.087, -0.273, -0.340], [0.049, 0.113, 0.295], [-0.257, 0.071, 0.073], [-0.457, 0.648, 0.899], [0.670, -0.810, 0.468], [0.712, 0.875, -0.433], [0.323, -0.986, -0.502], [-0.680, 0.802, 1.193], [0.817, -1.257, -0.485], [-0.031, 0.177, -0.068], [-0.234, -0.328, -0.193], [-0.016, -0.082, 0.497], [0.175, 0.318, 0.362], [0.042, -0.049, -0.254], [-0.187, -0.163, 0.046], [-0.182, 0.507, -0.012], [0.452, -0.116, 0.308], [-0.372, 0.255, 0.127], [-0.349, -0.201, 0.725], [-0.205, -0.211, -0.142], [0.262, -0.089, -0.006], [-0.116, 0.510, -0.091], [1.321, 0.879, -2.016], [-3.127, -0.132, 0.570], [-0.385, -0.031, -0.844], [-0.176, 0.136, 0.439], [0.403, 0.130, -0.376], [0.202, -0.107, 0.188], [-0.030, -0.258, -0.032], [0.150, -0.048, 0.252], [0.434, 0.185, 0.458], [-0.344, 0.325, -0.098], [0.294, -0.110, -0.248], [-0.121, -0.134, 0.260], [0.280, 0.080, -0.178], [-0.161, -0.101, 0.047], [0.142, -0.257, 0.168], [-0.326, -0.023, -0.322], [-0.221, 0.265, 0.045], [0.147, -0.112, -0.732], [0.553, 0.021, -0.182], [0.496, 0.050, 0.194], [0.133, 0.071, -0.033], [0.084, -0.130, 0.391], [-0.256, 0.190, -0.217], [0.109, -0.220, -0.189], [-0.126, 0.193, -0.225], [-0.093, -0.036, 0.378], [0.018, -0.053, -0.059], [0.038, 0.048, 0.145], [-0.030, 0.066, -0.079], [-0.226, 0.033, 0.497], [-0.172, -0.041, -0.031], [-0.032, -0.148, 0.247], [-0.367, -0.040, -0.052], [-0.190, 0.261, 0.166], [-0.073, 0.010, -0.082], [0.246, -0.062, -0.175], [0.145, -0.091, 0.455], [0.118, 0.045, -0.056], [-0.121, -0.099, -0.259], [0.072, -0.088, 0.260], [-0.205, -0.077, -0.217], [0.045, 0.232, -0.002], [-0.277, 0.425, -0.034], [0.106, 0.257, -0.061], [0.267, 0.167, -0.310], [0.071, -0.113, -0.145], [0.113, 0.057, 0.140], [-0.196, 0.157, 0.044], [-0.036, -0.187, -0.051], [0.004, 0.269, 0.046], [-0.051, -0.020, 0.138], [-0.170, 0.026, -0.221], [0.049, -0.078, 0.203], [0.083, 0.031, -0.206], [0.544, -1.225, -0.757], [-0.546, -0.460, -0.225], [-0.367, 0.088, -0.353], [-0.098, 0.142, 0.025], [0.327, 0.114, 0.141], [0.331, -0.156, 0.374]], "mulliken_charge": [-0.3611, 0.2146, -1.0670, 0.0627, -0.3657, 0.0851, -0.6610, 2.2875, 1.0367, -0.7621, 0.2822, -0.3535, -1.0110, 0.1445, -0.3243, -0.8402, -0.0873, 0.4868, 0.5107, -1.3460, 0.6788, 0.5181, 0.5925, 0.9423, -1.1184, 2.0959, -1.8584, -1.5230, -0.3198, 0.2047, -0.7017, -0.7492, 0.2988, 1.9571, -1.2711, -1.4898, -2.1493, -1.4880, 1.5278, -1.5744, -0.0299, 1.4483, -1.7917, 0.7742, 1.8227, -1.8260, -1.0416, -1.8038, -0.3469, -1.5657, -0.4686, 0.6922, 2.3807, -2.1284, -1.7738, -0.9810, 0.0036, -0.0351, 1.6446, -0.6700, -0.6624, -1.1064, -0.9795, 0.1882, -0.4627, 0.5252, 0.2016, 0.4049, 0.3697, 0.4388, 0.2125, 0.5212, 0.2979, 0.4851, 0.4036, 0.3224, 0.3603, 0.5244, 0.1024, 0.3993, 0.1370, 0.3874, 0.4244, 0.4471, 0.4468, 0.9930, 0.5617, 0.0346, 0.2574, 0.5256, 0.4918, 0.2490, -0.3048, -0.2609, 0.9067, 0.2916, 0.4297, 0.4052, 0.3036, 0.4509, 0.4269, 0.3960, 0.4040, 0.5015, 0.2602, 0.4100, 0.4520, -0.3973, 0.9071, -0.1960, -0.6881, 0.3266, 0.4601, 0.4496, 0.5045, 0.2504], "homo_ha": -0.408, "charge": 1, "e_lumo_ev": -3.2}

---

2.
{"formula": "C3H11N2O", "method": "wB97M-V/def2-TZVPD", "species": ["C", "C", "N", "C", "N", "H", "H", "H", "H", "H", "H", "H", "H", "H", "H", "H", "O"], "xyz": [[-0.769, -3.035, 1.874], [-0.454, -2.390, 0.450], [-1.787, 0.756, -0.820], [-1.506, -0.519, -0.776], [-0.981, -1.006, 0.372], [-1.835, -3.269, 1.870], [-0.560, -2.337, 2.800], [-0.094, -3.820, 2.035], [-0.679, -3.095, -0.337], [0.736, -2.216, 0.319], [-1.128, 1.333, -0.212], [-2.229, 1.273, -1.606], [-1.749, -1.345, -1.549], [-0.967, -0.508, 1.245], [4.782, 4.898, -0.295], [4.804, 4.869, -1.846], [4.334, 5.204, -1.073]], "forces_ev_per_angstrom": [[-0.230, 3.326, -0.121], [3.903, 0.654, 2.330], [1.223, 2.284, -0.215], [0.112, -2.566, 1.918], [-1.126, -1.325, -3.036], [0.259, -0.479, 0.309], [-0.429, -0.870, -2.038], [0.432, -1.534, 0.038], [-0.816, 0.427, -0.415], [-2.567, -0.709, 0.527], [-1.713, -0.681, -1.067], [0.537, -0.978, 0.773], [0.344, 1.954, 0.985], [0.073, 0.510, 0.011], [0.513, -0.274, 0.381], [0.066, 0.028, 0.353], [-0.582, 0.232, -0.732]], "mulliken_charge": [-1.1204, -0.3712, -0.3727, 0.2558, -0.2216, 0.3262, 0.3258, 0.3604, 0.3747, 0.2742, 0.2811, 0.2893, 0.3217, 0.2766, 0.3206, 0.3267, -0.6473], "homo_ha": -0.492, "charge": 1, "e_lumo_ev": -4.1}

---

3.
{"formula": "C10H8FNO2S", "method": "wB97M-V/def2-TZVPD", "species": ["C", "C", "C", "C", "C", "C", "C", "C", "C", "C", "N", "O", "O", "F", "S", "H", "H", "H", "H", "H", "H", "H", "H"], "xyz": [[-1.017, -1.424, -0.094], [-2.041, 0.709, -0.149], [-2.280, -1.949, 0.048], [-3.303, 0.116, -0.003], [-0.863, -0.041, -0.176], [-3.417, -1.220, -0.017], [1.001, 1.824, -0.459], [0.391, 0.713, -0.140], [1.967, -0.261, 0.370], [2.480, 1.952, -0.200], [2.902, 0.732, 0.492], [3.623, -2.117, -0.498], [1.910, -1.355, 1.199], [-4.580, -1.810, 0.091], [2.232, -1.849, -0.425], [-0.192, -2.110, 0.071], [-1.922, 1.857, -0.141], [-2.387, -3.123, 0.140], [-4.168, 0.784, -0.015], [0.498, 2.851, -0.884], [3.106, 2.169, -1.066], [2.698, 2.751, 0.541], [3.362, 0.800, 1.315]], "forces_ev_per_angstrom": [[0.414, 0.049, 0.890], [-0.058, 1.660, 0.421], [0.742, -4.649, -0.507], [0.046, 3.244, -1.037], [-0.546, 1.286, 0.080], [0.621, -0.042, 0.733], [-1.515, 3.814, -1.348], [3.823, -3.634, 0.800], [-3.603, 1.474, -1.004], [0.599, 0.187, 1.914], [-1.550, -0.545, -3.512], [2.491, -0.654, -0.660], [-0.242, 0.333, 0.065], [-1.416, -0.632, -0.018], [-1.524, 0.332, 0.620], [-0.119, 0.280, -0.339], [-0.478, -2.029, -0.069], [0.198, 2.568, -0.139], [0.104, -0.402, 0.171], [1.052, -2.782, 0.951], [-0.319, -0.166, -0.314], [-0.343, 0.048, -0.652], [1.621, 0.261, 2.953]], "mulliken_charge": [-0.3154, -0.6770, -0.5179, -0.3944, 1.1963, 0.2782, -0.2777, 0.1225, 0.2128, -0.5944, -0.1969, -0.5427, -0.4672, -0.3031, 0.4398, 0.2182, 0.1760, 0.2330, 0.3635, 0.2303, 0.2638, 0.3138, 0.2386], "homo_ha": -0.312, "e_lumo_ev": 0.5}

---

4.
{"formula": "C28H35BaClIN3OP", "method": "wB97M-V/def2-TZVPD", "species": ["Ba", "Cl", "C", "C", "C", "I", "C", "O", "C", "N", "C", "C", "C", "C", "H", "H", "H", "H", "N", "C", "C", "C", "C", "C", "C", "C", "H", "H", "H", "H", "C", "C", "C", "C", "P", "N", "C", "C", "C", "C", "C", "C", "C", "C", "H", "H", "H", "H", "H", "H", "H", "H", "H", "H", "H", "H", "H", "H", "H", "H", "H", "H", "H", "H", "H", "H", "H", "H", "H", "H", "H"], "xyz": [[-0.219, 0.257, 0.130], [4.451, 0.049, 5.885], [3.673, 0.016, 4.322], [4.452, -0.004, 3.194], [3.857, -0.043, 1.935], [5.075, -0.090, 0.222], [2.470, -0.067, 1.723], [1.913, -0.137, 0.581], [1.674, -0.012, 2.938], [0.332, 0.011, 2.770], [-0.453, 0.043, 3.822], [0.039, 0.053, 5.136], [1.392, 0.040, 5.337], [2.268, 0.014, 4.230], [5.528, 0.008, 3.293], [-1.519, 0.065, 3.622], [-0.652, 0.075, 5.967], [1.808, 0.052, 6.335], [0.026, 8.336, 0.068], [0.006, 7.184, 0.052], [-0.021, 5.758, 0.034], [-0.227, 5.039, 1.214], [-0.259, 3.653, 1.176], [-0.094, 2.907, -0.002], [0.120, 3.674, -1.161], [0.158, 5.060, -1.163], [-0.362, 5.579, 2.146], [-0.420, 3.133, 2.122], [0.264, 3.172, -2.118], [0.324, 5.616, -2.080], [-4.578, -2.001, -1.888], [-4.841, -0.497, -1.712], [-6.330, -0.226, -1.923], [-4.019, 0.210, -2.802], [-4.048, -0.023, -0.011], [-2.525, -0.061, -0.049], [-4.776, 1.708, 0.445], [-3.917, 2.276, 1.586], [-4.511, 2.611, -0.770], [-6.257, 1.786, 0.814], [-4.805, -1.262, 1.280], [-6.293, -1.597, 1.191], [-4.512, -0.653, 2.660], [-3.972, -2.551, 1.199], [-4.712, -2.280, -2.937], [-5.259, -2.613, -1.298], [-3.550, -2.234, -1.601], [-6.641, -0.668, -2.877], [-6.548, 0.841, -1.972], [-6.942, -0.667, -1.137], [-4.129, -0.320, -3.753], [-2.964, 0.208, -2.518], [-4.330, 1.241, -2.961], [-2.867, 2.035, 1.406], [-4.209, 1.894, 2.564], [-4.015, 3.365, 1.615], [-3.488, 2.470, -1.124], [-4.624, 3.659, -0.479], [-5.206, 2.424, -1.587], [-6.471, 1.300, 1.765], [-6.895, 1.341, 0.050], [-6.540, 2.840, 0.913], [-6.916, -0.703, 1.193], [-6.575, -2.203, 2.059], [-6.529, -2.178, 0.299], [-5.201, 0.150, 2.918], [-3.493, -0.264, 2.677], [-4.601, -1.422, 3.435], [-4.296, -3.210, 0.395], [-4.053, -3.109, 2.137], [-2.924, -2.291, 1.035]], "forces_ev_per_angstrom": [[-2.023, 0.493, -1.808], [-0.008, 0.003, 0.066], [0.313, -0.003, -0.115], [-0.181, 0.019, 0.375], [-0.036, -0.002, -0.584], [-0.143, -0.002, 0.260], [0.827, -0.092, 0.353], [3.419, -0.873, 0.953], [0.289, -0.001, 0.286], [-0.083, -0.134, 0.572], [0.062, 0.026, -0.175], [0.056, 0.006, 0.094], [-0.067, 0.004, -0.008], [-0.224, 0.016, -0.227], [0.011, -0.006, -0.036], [0.007, 0.000, 0.057], [0.014, 0.002, 0.007], [-0.012, 0.007, 0.003], [-0.001, -0.065, -0.003], [0.012, 0.349, 0.004], [-0.011, -0.399, 0.015], [-0.026, 0.088, 0.098], [0.024, 0.135, -0.100], [0.060, 0.618, -0.095], [-0.041, 0.151, 0.157], [0.014, 0.067, -0.115], [0.005, 0.008, -0.015], [-0.013, 0.047, 0.018], [-0.001, 0.046, -0.020], [-0.007, 0.012, 0.017], [0.020, 0.045, 0.000], [0.288, -0.014, 0.190], [0.047, -0.022, 0.040], [0.013, 0.010, 0.007], [-1.686, -0.043, 0.001], [-1.456, -0.470, -0.004], [0.344, -0.183, -0.097], [-0.007, -0.029, 0.017], [0.027, -0.031, 0.032], [0.045, -0.025, -0.047], [0.301, 0.167, -0.100], [0.032, 0.057, 0.003], [-0.001, -0.048, -0.052], [0.010, 0.006, -0.007], [-0.033, 0.039, -0.017], [0.022, 0.012, -0.014], [-0.024, -0.062, -0.036], [-0.013, 0.009, -0.014], [-0.013, -0.008, -0.024], [-0.026, 0.038, -0.101], [-0.041, -0.019, 0.005], [-0.006, 0.001, -0.052], [0.038, -0.056, -0.003], [-0.002, 0.079, 0.031], [0.045, 0.038, -0.061], [-0.015, 0.012, -0.022], [-0.018, 0.076, -0.030], [-0.016, -0.002, 0.044], [0.012, -0.002, 0.018], [-0.016, 0.028, -0.001], [-0.019, 0.070, 0.083], [-0.010, 0.008, 0.012], [-0.021, -0.101, 0.018], [-0.014, -0.015, 0.000], [-0.016, -0.011, 0.025], [0.027, -0.014, -0.013], [-0.024, -0.010, 0.087], [-0.023, -0.039, -0.027], [0.042, 0.027, 0.046], [-0.046, 0.015, 0.012], [-0.004, -0.054, 0.017]], "mulliken_charge": [2.2728, -0.2950, 0.6262, -0.5700, -0.3005, -0.0098, 1.0353, -1.0600, -0.4609, -0.2247, 0.1819, -0.8561, -0.7936, 0.4096, 0.3773, -0.0490, 0.4220, 0.3967, -0.5813, 0.0013, 0.7050, -0.7951, -0.0074, -0.6498, -0.4746, -0.6964, 0.3623, 0.3565, 0.3029, 0.3880, -1.8885, 2.1273, -1.9329, -1.8089, 0.6299, -0.8491, 2.2530, -1.8609, -1.9606, -1.9636, 2.3007, -1.9748, -1.7269, -1.8539, 0.6309, 0.2367, 0.2986, 0.5088, 0.2525, 0.2654, 0.5321, 0.2526, 0.3025, 0.1502, 0.2298, 0.5819, 0.3263, 0.6276, 0.2508, 0.2955, 0.2527, 0.5067, 0.3007, 0.5083, 0.2816, 0.1997, -0.1485, 0.7274, 0.3172, 0.5308, 0.2770], "homo_ha": -0.169, "charge": -1, "e_lumo_ev": 2.1}

---

Summary of gap between HOMO and LUMO in eV
7.93, 9.34, 9.02, 6.72
(order as listed above)
Summary of relative energy (zero: lowest compared OMol25 entry of this formula, charge and spin) in kcal per mole
0.48, 45.45, 65.00, 29.93
(order as listed above)